ORCA calculation (ωB97M-V with the def2-TZVPD basis set) on a 6-piece molecular cluster, C37H30BBr2F3O23P overall in a non-equilibrium geometry.

```
97
Properties=species:S:1:pos:R:3:forces:R:3:lowdin_charge:R:1
Br -4.762 -0.943 -1.773 -1.26 -1.14 -0.01 0.786
Br -7.578 -1.474 -4.011 -0.15 -0.81 1.94 0.735
P -3.210 -3.368 -4.016 -0.83 0.93 -0.26 0.964
F -8.128 -0.895 -1.300 1.57 -3.46 -2.15 -0.102
F -8.420 -3.226 -1.802 2.23 3.60 -1.07 -0.059
F -6.225 -2.633 -0.045 0.47 0.23 -3.71 -0.107
O 4.873 0.164 -2.741 0.31 0.99 0.18 0.114
O 5.330 3.296 3.815 -0.68 -0.14 -0.50 0.099
O -7.615 6.847 3.845 1.74 -0.65 0.72 0.080
O -4.993 8.528 7.403 0.15 -0.66 -0.54 0.100
O 3.694 2.481 -1.860 1.73 -0.79 -0.64 0.077
O 7.903 4.522 -2.547 -0.20 -0.79 -0.15 0.099
O 4.246 4.244 1.478 -0.16 -1.24 1.42 0.073
O -2.738 -4.140 -6.811 -1.50 -1.11 7.58 -0.333
O -5.815 0.583 1.385 1.96 -0.59 0.98 0.076
O -1.209 0.400 4.596 -1.49 0.63 -0.47 0.060
O 5.391 -7.951 -4.248 0.86 1.74 0.15 0.078
O -3.009 6.663 7.057 -1.70 0.66 -0.61 0.079
O -5.674 4.928 3.558 -0.18 0.73 0.53 0.106
O -0.724 -1.716 -3.926 -2.46 -1.40 2.24 -0.054
O 1.896 0.113 4.475 0.43 1.39 -1.57 0.079
O -3.874 -1.335 1.097 0.09 0.83 1.06 0.042
O 7.393 -6.322 -5.182 -0.60 0.03 0.56 0.098
O 0.861 1.000 2.093 0.78 0.26 0.51 0.112
O -3.106 -5.978 -5.308 -0.14 6.20 1.02 -0.211
O -3.193 2.265 4.942 0.28 -0.48 -0.32 0.087
O 4.203 -4.353 -1.419 0.85 -0.12 -0.63 0.093
O 6.149 -2.694 -2.417 -0.69 -1.95 -0.12 0.068
O 9.058 2.227 -3.512 -1.57 0.80 0.70 0.076
C -4.704 0.566 2.207 -1.88 0.38 -1.05 -0.195
C -4.546 1.475 3.170 0.33 0.21 0.50 0.078
C -6.039 -2.462 -1.535 -1.62 -0.75 0.35 -0.630
C 6.006 -3.987 -2.886 0.60 1.88 0.30 -0.202
C -3.032 -4.642 -5.428 1.73 -4.79 -7.01 -0.644
C 7.737 2.242 -3.102 1.57 -0.57 -0.63 -0.209
C 5.773 3.561 -2.188 0.39 0.19 -0.05 0.076
C 3.639 1.690 4.204 0.34 0.34 -0.07 0.074
C -4.134 6.664 6.253 1.57 -0.44 0.71 -0.207
C 6.816 -4.470 -3.830 0.12 -0.35 -0.24 0.074
C -7.558 -2.043 -2.094 -1.01 0.19 2.45 -0.649
C 5.551 -6.668 -3.759 -0.65 -1.69 -0.28 -0.208
C 4.744 -6.186 -2.812 -0.07 0.26 0.23 0.083
C -6.346 7.739 5.631 0.21 0.14 0.29 0.074
C 4.920 -4.818 -2.299 -0.96 -0.27 0.66 -0.299
C -5.626 -3.850 -2.304 0.23 -1.09 0.86 -0.226
C -6.504 6.829 4.667 -1.68 0.47 -0.84 -0.207
C 2.521 2.645 1.733 -0.25 -0.22 0.04 0.079
C -2.334 0.401 3.793 1.39 -0.51 0.48 -0.207
C 6.987 1.139 -3.154 -0.26 -0.15 0.04 0.082
C -3.359 1.452 4.039 -0.69 0.68 0.09 -0.302
C 1.883 1.553 2.483 -0.79 0.01 -0.85 -0.299
C 7.185 3.531 -2.601 -0.16 0.96 0.27 -0.309
C -5.492 5.761 4.439 0.57 -0.88 -0.39 -0.296
C -0.442 -4.043 -2.596 0.92 0.03 -0.15 -0.197
C -5.159 7.715 6.500 -0.47 0.81 0.41 -0.309
C 5.583 1.164 -2.719 -0.03 -1.17 -0.30 -0.298
C 2.515 1.123 3.762 -0.52 -1.46 1.40 -0.204
C -4.293 5.752 5.292 -0.16 -0.13 -0.28 0.084
C -4.004 -4.104 -2.443 0.03 -2.10 0.97 -0.424
C -3.692 -0.503 1.978 0.38 -1.04 -0.68 -0.295
C 3.643 3.215 2.177 0.33 1.24 -1.28 -0.209
C 6.656 -5.845 -4.326 0.76 0.36 -0.55 -0.309
C 4.290 2.766 3.441 0.63 -0.13 0.84 -0.309
C 1.097 -3.415 -2.500 0.11 -0.36 -0.55 -0.158
C -2.493 -0.511 2.831 -0.08 -0.03 -0.09 0.086
C 5.022 2.459 -2.243 -1.77 0.58 0.65 -0.205
B -1.367 -2.998 -3.485 1.85 0.68 -0.08 -0.523
H 7.377 0.196 -3.515 -0.05 0.03 0.04 0.137
H -7.498 6.089 3.232 -0.05 0.28 0.24 0.117
H -1.340 -1.000 -3.575 0.91 -1.22 -1.27 0.093
H -0.436 -5.095 -3.161 0.03 2.20 1.22 0.124
H 4.110 1.386 5.131 -0.02 0.02 -0.07 0.136
H -3.868 -5.287 -2.516 -0.38 2.41 0.19 0.101
H -3.426 -3.794 -1.446 -1.40 -0.45 -2.17 0.093
H 6.096 -8.063 -4.922 -0.31 0.07 0.27 0.115
H -6.034 -4.740 -1.622 0.71 2.17 -1.29 0.138
H -0.889 -4.249 -1.523 0.80 0.47 -2.11 0.100
H 5.448 -2.583 -1.738 0.20 0.03 -0.34 0.113
H -3.558 4.981 5.103 -0.07 -0.04 0.02 0.126
H -5.274 2.256 3.349 0.07 0.00 -0.02 0.122
H 1.111 -2.315 -2.054 -0.10 -2.50 -0.78 0.082
H -1.329 1.154 5.214 0.04 -0.32 -0.25 0.118
H 1.484 -3.306 -3.617 -0.70 -0.23 2.37 0.089
H 3.369 1.563 -1.990 0.09 0.33 0.02 0.119
H 9.384 3.143 -3.376 -0.15 -0.38 -0.05 0.114
H 1.105 -0.132 3.948 0.13 0.11 0.29 0.096
H -7.074 8.520 5.810 0.05 -0.06 0.00 0.136
H -5.698 -0.174 0.771 -0.15 0.18 0.05 0.055
H 3.939 -6.773 -2.390 0.03 0.05 -0.04 0.140
H 5.041 4.484 2.002 -0.33 -0.12 -0.20 0.115
H -1.758 -1.282 2.643 -0.04 0.04 -0.02 0.139
H 7.611 -3.877 -4.264 -0.05 -0.04 0.02 0.134
H 2.042 2.960 0.814 0.04 -0.03 0.03 0.136
H -3.129 7.418 7.674 0.03 -0.32 -0.26 0.115
H 1.844 -4.134 -1.919 -1.67 1.68 -1.15 0.058
H -6.203 -3.986 -3.340 1.45 0.76 2.26 0.122
H 5.379 4.508 -1.842 0.02 -0.06 0.00 0.137
```
Positions in Å, forces in eV/Å.

Computed properties:
LUMO: -0.7 eV
Total energy: -8972.13967 Ha
Spin multiplicity: 1
Total charge: -1
Kohn-Sham gap: 3.73 eV

=====

ORCA calculation (ωB97M-V with the def2-TZVPD basis set) on C37H30BrF7N5O5S2Sb2Ti as an isolated structure.

```
90
Properties=species:S:1:pos:R:3:forces:R:3:mulliken_spin:R:1
Sb -1.547 -0.865 0.994 -0.11 0.02 -0.03 0.011
Sb -0.131 2.291 1.224 -0.06 0.16 0.24 0.497
Br 4.778 -5.277 -3.113 0.00 0.01 0.01 0.000
Ti 2.005 0.877 -1.791 0.44 -0.22 -0.86 0.428
S 4.369 0.571 0.773 0.14 0.14 -0.35 0.002
S 3.064 3.010 -0.140 0.10 -0.23 -0.17 0.020
F 6.808 -0.365 0.905 0.01 -0.02 -0.01 0.000
F 3.127 1.412 -3.171 -0.05 -0.13 0.19 0.016
F 6.594 1.344 -0.409 0.00 0.00 0.04 0.000
F 0.976 0.122 -0.388 0.05 0.08 -0.07 0.067
F 4.076 4.033 -3.317 -0.02 0.01 0.05 0.000
F 5.907 -0.604 -1.046 -0.02 0.01 0.03 0.000
F 4.273 3.032 -5.106 -0.04 -0.03 -0.03 0.000
O 2.503 3.154 1.217 0.04 0.05 0.07 0.058
O 1.842 2.771 -1.081 0.22 0.11 0.13 0.047
O 3.807 -0.742 0.965 -0.02 0.10 -0.04 0.000
O 4.714 1.341 1.934 -0.11 0.08 -0.07 0.000
O 0.418 1.242 -2.867 0.02 0.01 0.06 -0.016
N 0.324 1.279 -6.376 -0.04 -0.01 0.01 0.113
N 0.699 -0.032 -3.144 0.04 0.14 0.14 0.143
N 1.397 -2.803 -4.974 0.00 0.02 0.01 0.106
N 3.633 1.380 -0.369 -0.55 0.01 0.69 0.000
N 3.088 -1.074 -2.110 -0.21 -0.07 0.06 -0.024
C -3.399 3.105 -2.356 -0.03 -0.01 0.01 -0.003
C 1.048 0.895 2.409 -0.02 -0.08 -0.12 0.106
C -1.137 3.157 -1.533 -0.04 0.02 -0.03 -0.044
C 2.754 -2.137 -1.375 0.06 -0.01 0.01 0.008
C 4.467 -2.474 -3.460 0.01 -0.02 0.00 -0.002
C -4.517 -1.252 4.206 0.00 0.02 0.00 0.001
C 3.231 -3.408 -1.633 0.00 -0.01 0.01 0.000
C -3.249 3.926 4.681 -0.02 0.01 0.01 0.026
C 1.128 -1.703 -4.741 0.07 0.09 -0.10 -0.043
C -2.895 2.200 -0.187 0.00 0.04 -0.01 0.029
C 4.099 -3.564 -2.697 0.00 0.01 0.01 0.003
C 0.810 -0.354 -4.446 -0.06 -0.01 -0.03 0.249
C -1.995 -4.347 -2.439 -0.02 0.00 0.01 0.001
C 3.388 3.630 -4.352 0.05 0.06 -0.02 0.000
C -2.772 -2.992 2.934 -0.02 0.02 0.03 -0.002
C -1.552 2.517 -0.377 0.05 -0.14 -0.04 0.142
C 0.254 -1.508 1.934 0.04 0.01 0.05 -0.012
C -3.212 4.515 3.423 0.00 0.01 -0.01 -0.013
C -1.472 2.979 2.742 -0.05 -0.01 0.01 0.043
C -0.823 -2.484 -1.475 -0.03 0.02 0.02 -0.054
C -2.332 4.043 2.461 0.02 -0.02 0.01 -0.019
C -3.706 -0.798 3.171 0.02 -0.02 0.02 -0.001
C -3.582 -3.450 3.963 0.01 -0.01 0.00 0.001
C 3.929 -1.244 -3.131 0.02 0.02 -0.02 0.018
C -1.764 -2.411 -0.450 0.01 -0.03 -0.03 0.000
C -4.457 -2.579 4.601 -0.01 -0.01 0.01 -0.001
C -0.934 -3.452 -2.465 0.01 -0.02 -0.02 -0.004
C -1.512 2.406 4.011 0.02 0.02 -0.01 0.031
C -2.836 -3.300 -0.441 0.04 -0.02 -0.01 0.001
C 0.541 0.559 -5.500 0.08 -0.02 0.03 0.005
C 6.009 0.217 0.004 0.03 0.03 -0.05 0.000
C -2.825 -1.660 2.521 -0.03 -0.05 0.03 0.008
C -2.947 -4.267 -1.433 0.00 0.00 0.00 0.000
C -2.399 2.871 4.973 0.01 -0.01 0.01 -0.011
C -3.816 2.496 -1.176 0.00 0.01 0.00 0.007
C 0.625 -0.454 2.970 0.05 0.00 0.00 0.013
C -2.069 3.438 -2.530 0.04 0.00 0.01 0.006
H -2.325 4.499 1.478 0.00 0.01 0.01 0.004
H -3.755 0.247 2.881 -0.01 0.00 -0.01 -0.005
H -5.193 -0.566 4.702 0.00 0.00 0.00 0.000
H -3.783 -4.957 -1.419 0.00 0.00 0.00 0.000
H 1.506 -0.798 3.526 -0.02 0.00 0.04 0.006
H -0.019 -1.758 -1.530 -0.05 -0.05 0.00 0.040
H 4.162 -0.354 -3.699 0.00 0.00 0.00 0.003
H -5.088 -2.936 5.405 0.00 0.00 0.00 0.000
H -1.732 3.897 -3.450 0.00 0.00 0.00 0.000
H 1.295 1.600 3.207 0.07 -0.01 -0.01 0.008
H -0.202 -3.491 -3.263 -0.04 -0.04 0.07 -0.003
H -2.096 -3.683 2.443 0.00 0.00 0.00 0.000
H -0.100 3.416 -1.682 -0.03 0.00 0.00 -0.026
H -0.855 1.582 4.260 0.01 0.00 0.00 0.007
H 2.087 -1.950 -0.546 0.02 -0.03 -0.05 0.001
H 2.928 -4.242 -1.019 0.00 0.00 0.00 0.000
H -0.179 -0.354 3.707 -0.04 0.01 -0.02 0.000
H -2.085 -5.098 -3.214 0.00 0.00 0.00 0.000
H 1.030 -1.594 1.177 -0.02 0.00 0.07 0.004
H -3.530 -4.487 4.271 0.00 0.00 0.00 0.000
H -4.117 3.315 -3.139 0.00 0.00 0.00 0.000
H -4.858 2.241 -1.030 0.00 0.00 0.00 0.001
H -2.426 2.405 5.950 0.00 0.00 0.00 0.000
H 0.092 -2.479 2.403 0.01 -0.01 0.01 0.001
H -3.227 1.726 0.727 0.00 -0.01 0.00 0.002
H -3.871 5.342 3.190 0.00 0.00 0.00 -0.001
H -3.585 -3.248 0.340 -0.01 0.00 -0.02 0.000
H 5.135 -2.572 -4.302 0.00 0.01 0.00 0.000
H -3.940 4.291 5.430 0.00 0.00 0.00 0.002
H 1.923 0.790 1.780 -0.05 -0.01 0.02 -0.003
```
Positions in Å, forces in eV/Å.

Computed properties:
LUMO (spin up / spin down): 2.1 / 0.5 eV
Total energy: -7477.37972 Ha
Spin multiplicity: 3
Total charge: -1
Kohn-Sham gap (spin up / spin down): 6.45 / 6.76 eV